# 1
Here is a 5-piece molecular cluster, C35H69FN4O10 overall from OMol25. Energies are from ωB97M-V/def2-TZVPD.

XYZ file:
```
119
Properties=species:S:1:pos:R:3:forces:R:3:mulliken_charge:R:1
C 2.591 4.013 4.790 -0.316 -0.481 0.020 -1.319
C 1.078 3.815 5.119 0.202 1.169 -0.143 -0.574
C 0.184 3.713 3.855 0.149 -0.404 0.773 -1.465
C -0.063 2.255 3.325 2.152 0.149 -0.774 2.176
C 1.085 1.319 3.773 -0.609 -0.066 0.279 -1.955
C 0.191 2.401 1.771 -1.975 -0.844 -0.746 -0.355
C 0.194 1.112 0.886 1.116 -0.030 -0.232 -1.074
C 1.610 0.471 0.677 -0.723 0.028 -0.215 -0.470
C 1.546 -1.066 0.599 0.803 -0.202 0.292 -0.912
C 1.691 -1.771 1.959 -0.488 0.254 -0.107 -0.601
N 2.788 -1.224 2.768 -1.221 -1.190 0.186 -0.055
C 2.810 -1.610 4.099 1.325 0.091 0.846 0.278
N 3.863 -1.367 4.787 -0.220 0.164 -0.249 -0.850
N 1.666 -2.261 4.688 -0.445 0.566 -0.918 -0.423
C -1.174 3.026 1.418 1.482 -1.693 1.336 -0.683
O -1.453 3.994 0.773 -0.448 0.499 -0.648 -0.685
N -2.077 2.174 2.097 -0.134 1.691 -0.855 -0.020
C -1.541 1.741 3.429 -0.649 0.936 -0.762 1.400
C -1.682 0.219 3.586 -0.099 -0.362 0.471 -0.504
C -1.509 -0.326 5.021 0.063 -1.091 -0.772 -0.886
F -0.807 0.515 5.863 -0.068 0.308 0.345 -0.323
C -2.460 2.498 4.430 0.231 -0.460 0.842 -1.458
C -3.843 1.884 4.662 -0.401 0.517 0.154 -0.766
O -4.549 1.655 3.452 0.172 0.232 0.331 -0.240
C -5.729 0.896 3.649 -0.268 -1.109 -1.002 -0.517
C -5.537 -0.474 2.943 -0.202 1.002 0.404 -0.697
H 2.978 4.950 5.195 -0.070 -0.112 0.043 0.339
H 3.197 3.192 5.185 0.000 0.137 -0.131 0.287
H 2.733 4.052 3.704 0.089 -0.065 0.176 0.337
H 0.777 4.739 5.631 -0.111 -0.255 0.023 0.525
H 0.916 3.011 5.838 -0.024 -0.032 -0.183 0.353
H 0.695 4.277 3.069 -0.170 -0.002 0.086 0.552
H -0.741 4.260 4.061 0.041 -0.259 -0.201 0.421
H 2.020 1.717 3.373 -0.040 -0.057 0.250 0.605
H 0.960 0.333 3.323 0.013 0.155 0.110 -0.391
H 1.173 1.183 4.852 0.023 0.082 -0.149 0.532
H 1.095 2.928 1.465 -0.258 0.500 0.457 1.002
H -0.110 1.438 -0.120 -0.206 -0.062 0.225 0.580
H -0.538 0.361 1.185 0.122 0.205 0.145 0.290
H 2.321 0.805 1.435 -0.092 -0.192 -0.022 0.340
H 1.996 0.839 -0.279 0.054 -0.063 0.158 0.515
H 0.576 -1.369 0.185 0.219 -0.054 -0.154 0.434
H 2.356 -1.427 -0.051 -0.422 0.127 0.082 0.137
H 1.813 -2.860 1.858 -0.104 0.174 -0.337 0.531
H 0.752 -1.642 2.508 0.317 0.028 0.129 0.200
H 3.691 -1.350 2.336 0.157 0.329 0.062 0.332
H 3.709 -1.711 5.728 0.207 -0.022 0.091 0.255
H 1.455 -1.838 5.577 0.105 -0.042 0.203 0.305
H 1.842 -3.248 4.804 -0.018 -0.104 -0.017 0.203
H -2.907 2.757 2.143 -0.569 -0.831 0.254 0.462
H -0.986 -0.337 2.955 -0.007 0.406 -0.004 -0.067
H -2.678 -0.085 3.244 0.086 0.267 0.031 0.076
H -2.460 -0.610 5.481 0.063 0.453 0.140 0.379
H -0.931 -1.257 4.961 -0.002 0.151 0.023 0.295
H -1.983 2.553 5.418 -0.070 -0.081 -0.151 0.218
H -2.615 3.541 4.134 0.147 -0.242 -0.268 0.730
H -4.418 2.622 5.250 0.162 -0.190 0.079 0.434
H -3.837 0.959 5.252 0.305 0.071 -0.085 0.393
H -6.581 1.403 3.182 0.165 0.209 0.178 0.329
H -5.953 0.727 4.708 0.057 0.256 -0.042 0.349
H -5.117 -0.274 1.953 0.161 -0.150 0.178 0.202
H -6.489 -0.983 2.784 0.155 -0.154 0.310 0.314
H -4.850 -1.050 3.570 -0.086 -0.293 -0.400 0.164
O 3.906 -0.563 -1.348 0.143 -0.078 -0.040 -0.596
C 3.636 -0.993 -2.442 0.309 0.244 -0.188 0.976
O 3.337 -2.289 -2.577 -0.184 -0.242 0.332 -0.413
C 2.814 -2.844 -3.796 0.254 -0.139 -0.242 -0.214
C 3.929 -3.231 -4.746 0.187 0.121 0.063 -0.961
C 3.717 -0.124 -3.669 -0.481 0.217 -0.091 -0.887
H 2.096 -2.174 -4.251 0.043 0.068 0.014 0.269
H 2.262 -3.734 -3.500 -0.006 0.074 0.176 0.342
H 4.514 -2.363 -5.056 -0.070 0.006 -0.078 0.158
H 3.519 -3.706 -5.638 -0.033 0.007 0.017 0.386
H 4.617 -3.925 -4.261 -0.069 -0.055 -0.005 0.300
H 4.739 -0.134 -4.045 -0.024 -0.043 -0.070 -0.014
H 3.449 0.892 -3.388 0.182 -0.006 0.120 0.349
H 3.036 -0.422 -4.463 0.182 -0.096 -0.081 0.362
O 0.173 -2.766 -5.130 -0.100 0.028 -0.182 -0.577
C -0.784 -2.144 -5.507 -0.148 -0.061 0.316 0.852
O -0.593 -1.044 -6.249 0.281 0.024 -0.283 -0.406
C -1.651 -0.340 -6.907 -0.214 0.219 0.040 -0.413
C -2.301 0.674 -5.989 0.005 -0.057 0.166 -0.975
C -2.181 -2.523 -5.086 -0.227 -0.264 -0.384 -1.091
H -2.372 -1.036 -7.337 0.002 -0.043 0.076 0.376
H -1.180 0.174 -7.744 0.142 -0.083 0.040 0.334
H -2.772 0.194 -5.130 -0.067 -0.015 -0.054 0.259
H -3.060 1.244 -6.525 0.016 -0.002 -0.012 0.370
H -1.553 1.365 -5.599 0.008 0.022 -0.080 0.304
H -2.398 -2.060 -4.124 0.002 0.026 -0.009 0.260
H -2.223 -3.604 -4.977 0.129 0.031 0.162 0.335
H -2.948 -2.245 -5.805 -0.014 0.162 0.104 0.332
O 6.067 0.384 -6.390 -0.025 -0.146 0.040 -0.553
C 7.062 0.796 -5.856 -0.186 0.306 0.061 0.859
O 7.821 -0.055 -5.148 0.069 -0.383 -0.103 -0.376
C 9.113 0.279 -4.633 0.137 0.133 0.240 -0.396
C 9.015 0.954 -3.281 -0.143 0.089 0.017 -0.969
C 7.421 2.261 -5.888 0.374 0.063 -0.361 -1.072
H 9.679 0.870 -5.354 -0.071 0.049 -0.009 0.372
H 9.638 -0.670 -4.530 -0.130 -0.070 -0.074 0.319
H 8.482 1.903 -3.343 0.077 0.034 -0.029 0.269
H 10.010 1.144 -2.875 -0.001 -0.016 -0.009 0.365
H 8.466 0.323 -2.582 0.060 -0.051 -0.013 0.286
H 6.907 2.769 -5.073 0.017 -0.010 0.020 0.251
H 7.082 2.674 -6.835 -0.193 -0.035 0.075 0.334
H 8.490 2.454 -5.821 -0.036 0.020 0.191 0.331
O -8.240 -2.745 2.232 0.118 0.090 0.010 -0.543
C -8.124 -2.858 1.043 -0.396 -0.071 0.006 0.879
O -7.201 -2.120 0.402 0.361 0.088 0.130 -0.321
C -6.842 -2.313 -0.968 -0.083 0.067 -0.247 -0.401
C -7.762 -1.549 -1.897 -0.163 0.017 0.052 -0.993
C -9.051 -3.739 0.244 0.257 -0.439 -0.117 -1.187
H -6.793 -3.375 -1.211 -0.077 -0.010 0.032 0.347
H -5.828 -1.925 -1.060 0.002 0.017 0.167 0.319
H -8.792 -1.902 -1.822 0.028 -0.068 -0.055 0.274
H -7.436 -1.656 -2.932 0.012 0.002 0.010 0.367
H -7.766 -0.490 -1.638 0.087 -0.005 -0.017 0.303
H -9.947 -3.174 -0.009 0.010 0.012 -0.018 0.270
H -9.331 -4.589 0.862 -0.102 0.141 0.115 0.337
H -8.604 -4.141 -0.663 -0.081 0.151 -0.085 0.333
```
Forces are in eV/Å.

Properties
HOMO-LUMO gap: 8.657 eV
highest occupied orbital energy: -8.52 eV

***

# 2
Here is a 3-piece molecular cluster, C35H69I2N4O6 overall from OMol25. Energies are from ωB97M-V/def2-TZVPD.

XYZ file:
```
116
Properties=species:S:1:pos:R:3:forces:R:3:mulliken_charge:R:1
C -2.916 0.569 -4.974 0.371 0.011 0.265 -0.770
C -1.373 0.107 -5.103 -0.827 0.811 -0.159 -0.481
C -0.376 1.278 -4.665 0.213 -1.038 0.197 -0.066
C 1.177 0.845 -4.786 -0.882 0.887 0.999 -0.894
C 1.773 0.697 -3.314 0.592 -0.713 -0.556 0.633
C 3.364 0.512 -3.270 -0.580 0.306 0.176 -0.731
C 4.009 1.430 -2.110 1.676 -0.486 -0.950 -0.819
C 4.483 0.586 -0.843 -0.661 -0.137 0.294 -0.821
C 3.577 0.845 0.468 0.807 -1.009 -0.908 0.118
C 3.769 -0.426 1.408 0.470 0.699 0.512 -1.109
C 2.658 -0.604 2.531 0.931 -0.005 0.499 -0.995
C 1.374 -1.420 2.102 0.131 1.322 1.424 0.012
N 0.233 -1.232 3.074 -3.127 0.007 0.064 1.521
C 0.364 -1.849 4.417 0.645 -0.571 1.522 -1.144
C 0.203 -3.431 4.452 0.143 -0.061 0.418 -1.023
C -1.299 -3.967 4.371 0.813 -1.569 -0.412 -0.540
C -1.427 -5.043 3.170 -0.867 0.348 -0.504 -0.619
C -2.775 -4.850 2.315 0.822 -1.508 -0.428 -0.304
C -2.702 -5.665 0.934 0.450 -0.143 -0.218 -0.984
C -1.639 -5.077 -0.094 -0.569 -0.062 -0.677 1.014
C -1.926 -5.482 -1.618 0.550 0.458 -0.109 -1.369
C -1.019 -1.339 2.392 3.964 -1.105 -0.274 -1.608
N -2.226 -1.030 2.828 0.499 -0.092 0.228 0.272
N -0.643 -1.947 1.081 -2.540 1.341 1.453 0.662
C 0.575 -1.103 0.764 0.500 -1.981 -0.160 1.710
C 1.340 -1.764 -0.470 0.263 -0.010 -0.896 1.579
C 1.728 -3.299 -0.272 -0.168 -0.869 -0.663 -0.910
N 3.204 -3.560 -0.306 -0.805 0.038 0.316 -0.462
C -0.101 0.324 0.569 -1.258 1.428 -2.041 -0.999
I 0.316 2.064 1.851 0.154 -1.373 -0.755 0.125
C -1.061 0.575 -0.444 1.570 -1.396 1.611 -0.497
C -1.553 -0.531 -1.454 -0.610 1.139 -0.827 0.295
I -2.004 2.540 -0.679 0.491 -1.578 -0.145 0.068
H -2.985 1.690 -4.766 0.078 -1.427 -0.556 0.075
H -3.457 0.303 -5.939 0.471 0.486 1.389 0.317
H -3.436 0.070 -4.093 0.602 0.472 -1.209 0.190
H -1.223 -0.161 -6.191 0.161 0.279 1.213 0.489
H -1.238 -0.843 -4.499 0.153 1.118 -0.632 0.141
H -0.574 1.513 -3.571 0.091 -0.145 -1.221 -0.171
H -0.580 2.226 -5.247 0.103 -1.151 0.500 0.366
H 1.240 -0.138 -5.337 0.188 1.144 0.440 0.299
H 1.717 1.682 -5.328 -0.388 -1.232 0.479 0.391
H 1.519 1.589 -2.658 -0.003 -1.059 -0.919 0.257
H 1.323 -0.250 -2.873 0.287 1.320 -0.308 -0.664
H 3.604 -0.594 -3.117 -0.149 1.463 -0.036 0.329
H 3.807 0.775 -4.285 -0.561 -0.130 1.279 0.493
H 3.358 2.321 -1.853 0.599 -1.176 -0.181 0.452
H 4.958 1.860 -2.582 -1.255 -0.348 0.705 0.309
H 4.398 -0.516 -1.133 0.086 1.358 0.471 0.223
H 5.583 0.731 -0.578 -1.437 0.061 -0.395 0.514
H 3.926 1.812 0.958 -0.737 -1.263 -0.467 0.445
H 2.500 0.930 0.133 1.158 0.093 0.389 -0.291
H 4.759 -0.267 1.959 -1.277 -0.307 -0.681 0.565
H 3.914 -1.355 0.783 -0.364 0.919 0.714 0.266
H 2.465 0.416 2.982 -0.205 -1.214 -0.630 -0.291
H 3.155 -1.206 3.370 -0.741 0.700 -1.054 0.570
H 1.676 -2.493 2.331 -0.406 0.986 -1.557 0.235
H -0.352 -1.418 5.187 0.732 -0.302 -1.166 0.517
H 1.408 -1.607 4.810 -1.395 -0.102 -0.649 0.550
H 0.654 -3.772 5.445 -0.555 0.580 -1.287 0.570
H 0.833 -3.960 3.658 -0.770 0.895 0.935 0.258
H -1.475 -4.574 5.320 -0.133 1.203 -1.128 0.486
H -2.074 -3.155 4.249 0.929 -0.942 0.311 0.357
H -0.576 -4.968 2.423 -0.693 0.101 0.981 -0.001
H -1.388 -6.110 3.572 -0.086 1.448 -0.512 0.535
H -2.922 -3.761 2.045 -0.071 -1.089 0.522 -0.028
H -3.623 -5.302 2.910 0.675 1.013 -0.598 0.430
H -2.420 -6.756 1.110 -0.507 1.328 0.029 0.274
H -3.716 -5.672 0.426 1.125 0.101 0.680 0.370
H -1.700 -3.947 -0.053 0.214 -1.156 0.017 -0.519
H -0.579 -5.414 0.139 -1.242 0.508 -0.071 0.157
H -1.631 -6.548 -1.855 -0.533 1.124 0.419 0.339
H -1.282 -4.825 -2.297 -0.768 -0.837 0.885 0.302
H -2.996 -5.289 -1.935 1.157 -0.346 0.559 0.349
H -3.094 -1.326 2.365 0.888 0.224 -0.138 0.363
H -2.353 -0.529 3.717 0.344 -0.431 -0.540 0.359
H -0.448 -2.906 1.404 0.459 0.172 -0.652 -0.447
H 0.737 -1.720 -1.437 0.544 0.128 1.652 0.276
H 2.312 -1.223 -0.727 -1.378 -0.515 0.678 -1.530
H 1.287 -3.894 -1.143 0.203 0.909 1.246 0.370
H 1.326 -3.785 0.665 0.139 0.737 -0.957 -0.133
H 3.411 -4.058 -1.174 0.203 0.124 0.573 0.283
H 3.465 -4.145 0.497 0.005 0.287 -0.765 0.237
H -1.898 -1.492 -0.975 0.811 1.113 -0.353 0.101
H -0.752 -0.688 -2.252 -1.072 0.057 1.167 -0.409
H -2.449 -0.117 -2.025 1.195 -0.494 0.774 0.234
C 0.108 1.524 5.349 -0.371 0.100 0.265 -0.187
C 1.281 2.041 6.159 0.030 -0.424 -0.184 -0.539
O 0.980 3.302 6.761 0.065 0.019 0.159 -0.356
C 0.183 3.249 7.838 -0.143 0.362 -0.005 0.765
O -0.281 2.251 8.329 0.139 0.062 -0.117 -0.555
O -0.029 4.502 8.258 0.201 -0.413 -0.200 -0.345
C -0.952 4.597 9.344 -0.298 0.178 0.426 -0.626
H -0.211 2.268 4.618 0.125 -0.094 0.115 0.176
H 0.376 0.605 4.825 0.097 0.226 -0.065 -0.198
H -0.753 1.316 5.988 0.127 -0.026 0.115 0.389
H 2.134 2.207 5.497 -0.057 0.269 0.133 0.286
H 1.598 1.320 6.918 -0.162 0.127 0.049 0.376
H -0.655 3.955 10.175 -0.059 -0.051 -0.177 0.293
H -1.957 4.343 9.002 0.099 -0.115 0.082 0.292
H -0.953 5.631 9.689 0.168 -0.049 -0.241 0.232
C -0.513 6.500 -8.224 0.158 -0.072 0.283 -1.098
C -2.028 6.515 -8.152 0.333 0.375 -0.450 -0.177
O -2.511 5.591 -7.167 -0.211 -0.015 0.355 -0.354
C -2.391 5.990 -5.896 0.134 -0.129 -0.293 0.720
O -1.929 7.035 -5.517 -0.152 -0.160 0.020 -0.548
O -2.853 5.006 -5.107 -0.010 0.101 -0.132 -0.311
C -2.686 5.260 -3.715 -0.005 0.019 0.404 -0.637
H -0.147 5.484 -8.389 -0.081 0.051 -0.148 0.283
H -0.160 7.142 -9.033 -0.061 -0.054 0.007 0.359
H -0.069 6.851 -7.291 -0.097 0.092 -0.074 0.315
H -2.440 6.192 -9.110 -0.131 -0.195 0.245 0.294
H -2.414 7.519 -7.958 0.062 -0.134 0.187 0.316
H -3.119 6.220 -3.431 0.165 -0.021 -0.100 0.387
H -1.625 5.225 -3.456 -0.063 0.161 -0.002 0.312
H -3.203 4.472 -3.167 -0.029 -0.065 -0.301 0.117
```
Forces are in eV/Å.

Properties
charge: +1
HOMO-LUMO gap: 7.958 eV
highest occupied orbital energy: -11.32 eV

***

Question: Among the records above, which one has the highest highest occupied orbital energy?
Answer: C35H69FN4O10